# 1
{
  "formula": "C46H63ClO3P2SSiTi",
  "method": "ωB97M-V/def2-TZVPD",
  "e_homo_ev": [-3.79, -3.95],
  "s2": 0.76,
  "charge": -1,
  "multiplicity": 2,
  "homo_lumo_gap_ev": [6.17, 6.33],
  "species": ["Ti", "C", "Si", "C", "C", "C", "C", "C", "C", "P", "C", "C", "C", "C", "C", "C", "C", "C", "C", "C", "C", "C", "C", "C", "C", "C", "C", "C", "P", "C", "C", "C", "C", "C", "C", "C", "C", "C", "C", "C", "C", "H", "H", "H", "H", "H", "H", "H", "H", "H", "H", "H", "H", "H", "H", "H", "H", "H", "H", "H", "H", "H", "H", "H", "H", "H", "H", "H", "H", "H", "H", "H", "H", "H", "H", "H", "H", "H", "H", "H", "H", "H", "H", "H", "H", "H", "H", "H", "H", "H", "H", "H", "H", "H", "H", "H", "S", "C", "C", "C", "C", "Cl", "C", "C", "C", "O", "C", "C", "O", "O", "H", "H", "H", "H", "H", "H", "H", "H"],
  "xyz": [[-0.57, -1.35, -0.95], [-1.29, -4.36, 1.82], [-1.17, -2.49, 1.38], [-2.94, -1.86, 1.75], [-3.92, -2.62, 2.39], [-5.23, -2.19, 2.49], [-5.60, -0.97, 1.94], [-4.64, -0.18, 1.32], [-3.31, -0.61, 1.23], [-2.01, 0.41, 0.43], [-2.92, 1.52, -0.76], [-2.01, 1.86, -1.95], [-2.81, 2.53, -3.07], [-3.54, 3.78, -2.58], [-4.42, 3.45, -1.37], [-3.60, 2.79, -0.26], [-1.42, 1.46, 1.87], [-2.46, 2.00, 2.85], [-1.75, 2.39, 4.16], [-0.36, 2.99, 3.90], [-0.31, 3.65, 2.53], [-0.47, 2.58, 1.43], [-0.20, -1.71, 2.85], [-0.72, -1.77, 4.14], [-0.11, -1.13, 5.21], [1.06, -0.42, 5.00], [1.62, -0.36, 3.73], [1.00, -1.00, 2.65], [1.66, -1.01, 0.93], [3.02, -2.27, 1.03], [2.38, -3.67, 1.23], [2.54, -4.15, 2.67], [4.02, -4.34, 3.02], [4.91, -3.31, 2.29], [4.14, -2.02, 2.05], [2.54, 0.59, 0.55], [3.23, 1.48, 1.60], [4.15, 2.52, 0.94], [3.67, 2.87, -0.47], [3.76, 1.64, -1.38], [3.54, 0.33, -0.59], [-1.47, -4.57, 2.88], [-0.38, -4.89, 1.52], [-2.11, -4.78, 1.24], [-3.65, -3.59, 2.79], [-5.97, -2.81, 2.98], [-6.63, -0.64, 1.98], [-4.95, 0.76, 0.88], [-3.69, 0.83, -1.14], [-1.55, 0.95, -2.33], [-1.21, 2.53, -1.63], [-3.54, 1.80, -3.45], [-2.15, 2.77, -3.91], [-4.14, 4.21, -3.38], [-2.80, 4.53, -2.29], [-5.21, 2.77, -1.68], [-4.90, 4.36, -1.00], [-4.25, 2.60, 0.60], [-2.85, 3.51, 0.09], [-0.84, 0.73, 2.44], [-3.24, 1.26, 3.06], [-2.96, 2.87, 2.42], [-1.65, 1.50, 4.79], [-2.38, 3.10, 4.71], [0.40, 2.20, 3.94], [-0.11, 3.71, 4.69], [0.63, 4.19, 2.38], [-1.11, 4.39, 2.45], [0.51, 2.15, 1.22], [-0.80, 3.05, 0.50], [-1.65, -2.30, 4.31], [-0.55, -1.18, 6.20], [1.55, 0.09, 5.83], [2.53, 0.19, 3.59], [3.46, -2.25, 0.03], [2.84, -4.39, 0.56], [1.33, -3.64, 0.95], [1.99, -5.08, 2.82], [2.09, -3.41, 3.34], [4.34, -5.35, 2.74], [4.16, -4.26, 4.10], [5.24, -3.71, 1.33], [5.81, -3.11, 2.88], [4.80, -1.23, 1.69], [3.72, -1.67, 3.00], [1.73, 1.16, 0.10], [3.82, 0.87, 2.29], [2.46, 1.99, 2.20], [5.17, 2.12, 0.86], [4.22, 3.41, 1.56], [4.24, 3.70, -0.89], [2.63, 3.21, -0.41], [4.74, 1.61, -1.86], [3.01, 1.70, -2.17], [4.48, -0.03, -0.17], [3.17, -0.44, -1.26], [-2.32, -1.88, -2.07], [-2.06, -0.28, -5.73], [-0.89, -0.35, -6.67], [-1.00, -0.13, -8.03], [0.13, -0.20, -8.85], [-0.05, 0.08, -10.56], [1.37, -0.48, -8.33], [1.50, -0.71, -6.96], [0.38, -0.64, -6.14], [0.39, -0.86, -4.81], [1.62, -1.09, -4.13], [1.18, -1.17, -2.68], [1.12, -2.28, -2.10], [0.80, -0.10, -2.12], [-2.98, -0.04, -6.27], [-1.89, 0.48, -4.96], [-2.19, -1.22, -5.18], [-1.96, 0.09, -8.46], [2.23, -0.53, -8.98], [2.47, -0.94, -6.55], [2.31, -0.25, -4.28], [2.07, -2.03, -4.45]]
}

# 2
{
  "formula": "C28H34Cl2N3O7P2S2Tl",
  "method": "ωB97M-V/def2-TZVPD",
  "e_homo_ev": -7.66,
  "charge": 0,
  "homo_lumo_gap_ev": 7.25,
  "species": ["Tl", "N", "C", "C", "C", "N", "H", "H", "H", "H", "H", "H", "H", "H", "H", "H", "Cl", "C", "C", "C", "Cl", "C", "C", "C", "C", "N", "C", "C", "O", "H", "H", "H", "H", "O", "S", "O", "O", "C", "C", "C", "C", "C", "C", "S", "O", "O", "O", "H", "H", "H", "H", "C", "P", "C", "C", "C", "C", "C", "C", "C", "P", "C", "C", "H", "H", "H", "H", "H", "H", "H", "H", "H", "H", "H", "H", "H", "H", "H", "H"],
  "xyz": [[0.24, 0.09, -0.03], [1.03, 2.33, -0.32], [1.05, 3.07, -1.58], [-0.36, 3.47, -2.01], [-1.25, 2.28, -2.36], [-1.51, 1.44, -1.18], [0.43, 2.77, 0.38], [1.95, 2.23, 0.10], [1.51, 2.44, -2.35], [1.65, 3.98, -1.49], [-0.30, 4.12, -2.88], [-0.83, 4.03, -1.19], [-0.76, 1.67, -3.12], [-2.18, 2.66, -2.78], [-2.30, 0.82, -1.34], [-1.74, 2.02, -0.38], [5.43, -0.14, -0.90], [4.22, -0.48, -2.09], [4.62, -0.77, -3.40], [3.68, -1.05, -4.36], [4.22, -1.42, -5.97], [2.31, -1.03, -4.05], [1.29, -1.32, -4.98], [-0.02, -1.29, -4.59], [-0.32, -0.96, -3.26], [0.61, -0.67, -2.38], [1.91, -0.72, -2.72], [2.88, -0.44, -1.68], [2.53, -0.19, -0.48], [5.67, -0.79, -3.64], [1.56, -1.55, -6.00], [-0.82, -1.51, -5.28], [-1.34, -0.92, -2.91], [-3.45, 1.49, 2.09], [-2.01, 1.40, 2.08], [-1.57, 0.10, 1.49], [-1.39, 2.54, 1.40], [-1.49, 1.54, 3.79], [-2.43, 2.07, 4.66], [-2.10, 2.35, 5.98], [-0.81, 2.10, 6.43], [0.13, 1.56, 5.57], [-0.20, 1.28, 4.26], [1.03, 0.44, 3.29], [2.27, 0.51, 4.01], [0.49, -0.92, 3.23], [1.08, 1.11, 1.97], [-3.43, 2.24, 4.28], [-2.84, 2.75, 6.65], [-0.54, 2.33, 7.45], [1.14, 1.34, 5.89], [-2.83, -3.30, -1.37], [-2.28, -1.89, -0.28], [-3.95, -1.13, -0.11], [-2.05, -2.85, 1.27], [-3.12, -3.41, 1.95], [-2.93, -4.19, 3.08], [-1.64, -4.44, 3.53], [-0.56, -3.86, 2.89], [-0.75, -3.07, 1.76], [0.68, -2.25, 0.97], [0.89, -3.37, -0.48], [2.32, -2.55, 1.72], [-3.65, -3.86, -0.91], [-2.01, -3.99, -1.57], [-3.16, -2.89, -2.32], [-4.70, -1.86, 0.18], [-4.24, -0.72, -1.08], [-3.92, -0.33, 0.63], [-4.13, -3.23, 1.61], [-3.78, -4.61, 3.59], [-1.49, -5.07, 4.40], [0.43, -4.01, 3.27], [1.11, -4.38, -0.11], [1.74, -3.04, -1.09], [0.01, -3.42, -1.12], [2.26, -3.39, 2.42], [2.66, -1.68, 2.26], [3.01, -2.79, 0.92]]
}

# 3
{
  "formula": "C3H4O2",
  "method": "ωB97M-V/def2-TZVPD",
  "e_homo_ev": [-9.53, -7.27],
  "charge": 0,
  "homo_lumo_gap_ev": [10.24, 6.26],
  "species": ["C", "C", "C", "O", "O", "H", "H", "H", "H"],
  "xyz": [[0.95, 0.78, 0.96], [0.01, -0.75, -1.33], [-0.56, -0.57, -0.02], [0.17, -0.23, 1.04], [-0.75, 0.50, -0.85], [1.37, 1.08, 1.97], [0.85, 1.48, 0.07], [-0.53, -1.14, -2.18], [-1.53, -1.14, 0.33]]
}

# 4
{
  "formula": "C2H6N2O2",
  "method": "ωB97M-V/def2-TZVPD",
  "e_homo_ev": [-9.93, -9.93],
  "smiles": "C/N=[N+](\\[O-])CO",
  "charge": 0,
  "homo_lumo_gap_ev": [10.45, 10.45],
  "species": ["C", "N", "N", "O", "C", "O", "H", "H", "H", "H", "H", "H"],
  "xyz": [[-1.87, 0.41, 0.21], [-0.56, 0.45, -0.31], [0.22, -0.51, -0.03], [-0.02, -1.58, 0.58], [1.66, -0.31, -0.42], [2.33, 0.57, 0.46], [-2.37, 1.36, 0.03], [-2.62, -0.33, -0.25], [-1.98, -0.06, 1.27], [1.93, -1.39, -0.43], [1.54, 0.11, -1.52], [1.75, 1.30, 0.42]]
}

Energy relative to the best compared isomer or geometry (same formula, charge and spin) per entry: 0.406, 0.117, 6.354, 4.357 eV